74
Properties=species:S:1:pos:R:3:forces:R:3:lowdin_charge:R:1 method="wB97M-V/def2-TZVPD" gap_ev="5.765 / 7.075" charge=+2 s_squared=3.85 de_lowest_kcal_mol=3.9 spin_multiplicity=4
Cr -20.9658 0.2137 7.8184 1.4 -0.2 0.1 0.8604
C -23.4742 0.8736 9.5604 -0.1 1.1 0.2 -0.1091
C -22.8222 -0.3739 10.1923 -0.8 -0.1 -0.9 -0.0973
O -21.4367 -0.3106 9.8337 0.3 -0.5 -1.0 -0.2348
C -20.6177 0.2623 10.8594 -1.1 -0.6 2.2 -0.1317
C -19.5004 1.0651 10.3429 2.3 0.3 -2.5 -0.0862
O -19.9716 1.6538 9.0640 0.3 1.0 1.1 -0.2459
C -19.2949 2.8816 8.6189 0.4 -1.4 -0.8 -0.0631
C -19.8854 3.1606 7.2429 0.2 -0.9 0.2 -0.1494
O -21.1611 2.6180 7.0917 -1.5 -1.7 -0.2 -0.1672
C -22.3241 3.2023 7.6485 -0.6 0.5 0.3 -0.1492
C -23.4760 2.2075 7.5298 0.9 -0.4 -0.6 -0.0867
O -23.0410 0.9582 8.1772 -0.2 0.0 0.0 -0.2916
H -23.1420 1.8344 10.0450 -0.1 -1.0 0.0 0.1497
H -24.5824 0.9225 9.5699 0.6 -0.6 0.1 0.1542
H -23.2645 -1.3414 9.7909 0.6 1.2 0.5 0.1506
H -22.8522 -0.3517 11.2820 -0.6 -0.2 -0.1 0.1420
H -20.2562 -0.5137 11.5453 0.2 -0.2 -0.5 0.1626
H -21.3320 0.7790 11.5190 0.5 0.7 -0.4 0.1423
H -18.6039 0.4897 9.9758 -1.0 -0.1 0.8 0.1540
H -19.0674 1.7927 11.0494 -0.8 0.0 -0.3 0.1604
H -18.2099 2.7018 8.4397 -0.6 0.0 0.6 0.1454
H -19.4549 3.6855 9.3182 -0.1 0.1 0.5 0.1380
H -19.2871 2.7235 6.4455 0.0 0.0 0.2 0.1215
H -19.9531 4.1776 7.0865 0.2 2.4 -0.4 0.1224
H -22.6039 4.1072 7.1111 0.1 0.2 -0.1 0.1501
H -22.2651 3.4783 8.7093 0.6 -0.1 0.0 0.1397
H -23.5990 1.9415 6.4415 -0.4 0.3 1.2 0.1502
H -24.3719 2.6053 8.0654 0.5 -0.4 -0.8 0.1581
C -13.5351 3.0711 2.3660 0.4 -1.9 -0.7 -0.0320
C -14.3588 3.0968 3.6458 1.7 0.1 -1.0 -0.2266
C -13.7878 3.7952 4.6974 0.0 0.9 0.4 -0.0461
C -14.3404 3.8002 5.9500 0.3 1.2 1.7 -0.0682
C -15.4506 3.0209 6.2451 1.0 0.7 -0.1 -0.0377
C -15.9339 2.2914 5.2063 -1.7 -0.9 -0.8 -0.2417
N -16.9131 1.3237 5.6238 0.2 -0.6 -0.1 0.0758
C -16.4233 0.0820 5.9817 -1.9 0.3 -0.2 -0.1888
C -15.0999 -0.3101 5.7845 1.3 -0.4 0.2 0.0079
C -14.7024 -1.5841 6.1276 -1.8 -0.5 0.3 -0.0049
C -15.6463 -2.5041 6.7197 3.1 -0.2 0.4 -0.0770
C -16.8962 -2.1160 6.9723 -2.7 1.0 0.8 -0.0513
C -17.3477 -0.8182 6.5643 -0.9 0.0 0.8 -0.0565
C -18.7356 -0.3742 6.9643 -0.7 -1.4 -0.2 -0.4173
O -19.5609 0.3728 6.2917 0.7 0.0 0.7 -0.1007
O -19.3428 -0.8718 8.0293 0.5 0.5 -0.9 -0.1199
C -15.4791 2.3400 3.8666 -0.7 -0.3 0.2 -0.1714
C -16.2242 1.6334 2.7545 -1.9 0.9 0.3 -0.0169
H -12.9843 3.9792 2.1693 -0.2 0.4 0.0 0.0724
H -14.0791 2.7460 1.4486 0.2 0.6 0.7 0.0799
H -12.7021 2.2851 2.4559 -1.2 0.9 0.1 0.1174
H -12.9557 4.4699 4.5326 0.1 -0.3 -0.2 0.1234
H -13.9187 4.4712 6.7321 -0.2 -0.7 -0.7 0.1245
H -15.9176 2.9618 7.2286 0.3 0.0 -0.3 0.1103
H -17.8916 1.2982 5.3544 0.5 0.5 -0.2 0.1187
H -14.3191 0.3751 5.4388 -0.6 -0.1 -0.1 0.1337
H -13.7031 -1.9032 5.9115 0.4 -0.1 0.2 0.1123
H -15.2423 -3.3965 7.2275 -0.4 0.2 -0.8 0.1229
H -17.6106 -2.7399 7.5615 0.8 0.5 -0.6 0.1337
H -16.8570 0.8496 3.1772 0.3 -0.3 -0.1 0.0648
H -15.6514 1.2395 1.9394 0.6 -0.2 -0.1 0.0668
H -17.0086 2.3199 2.2794 1.2 -0.5 0.6 0.1174
C -23.2663 -3.1555 7.5099 1.6 -1.0 -0.3 -0.2729
Sb -22.2848 -1.7373 6.3550 0.8 1.4 0.0 1.4623
C -21.0327 -2.7987 5.0307 -2.2 -0.8 -0.9 -0.2527
C -23.7815 -0.8513 5.1209 1.6 -1.5 -2.5 -0.2604
H -24.2001 -2.7739 7.7418 -2.0 0.5 0.4 -0.0084
H -22.7358 -3.3917 8.4288 0.2 0.0 -0.1 0.0279
H -23.3331 -4.0433 6.8864 -0.2 -0.2 0.2 0.0338
H -21.7207 -3.5431 4.4795 1.4 0.6 1.2 0.0711
H -20.1734 -3.1528 5.5539 0.3 -0.8 0.3 0.0063
H -20.6917 -2.1642 4.2523 0.3 1.0 -0.6 0.0057
H -24.2162 -1.7019 4.4995 0.0 1.3 1.1 0.0585
H -23.2761 -0.2020 4.3642 -0.1 -0.5 0.6 0.0395
H -24.4276 -0.2115 5.6367 -1.4 0.4 0.9 -0.0250